{"formula": "C52H50Ge2N2PdS6", "method": "the ωB97M-V functional and the def2-TZVPD basis", "homo_ev": -1.97, "charge": -2, "spin_multiplicity": 1, "energy_ev": -239249.9089, "homo_lumo_gap_ev": 5.735, "relative_energy_kj_mol": 46.2, "species": ["Pd", "C", "C", "C", "C", "C", "C", "C", "C", "C", "C", "C", "C", "C", "C", "C", "Ge", "S", "S", "Ge", "S", "S", "C", "C", "C", "C", "C", "C", "C", "C", "C", "C", "C", "C", "C", "C", "C", "C", "C", "C", "C", "C", "C", "C", "C", "C", "C", "C", "C", "C", "C", "C", "C", "C", "C", "H", "H", "H", "H", "H", "H", "H", "H", "H", "H", "H", "H", "H", "H", "H", "H", "H", "H", "H", "H", "H", "H", "H", "H", "H", "H", "H", "H", "H", "H", "H", "H", "H", "H", "H", "H", "H", "H", "H", "H", "H", "H", "H", "H", "H", "H", "H", "H", "H", "H", "S", "C", "C", "N", "C", "S", "C", "N"], "xyz": [[-2.815397, -2.688386, 0.189813], [-0.815897, -3.705286, -5.336987], [0.194003, -3.411486, -4.266687], [0.955903, -2.253386, -4.286687], [1.867003, -1.973986, -3.280387], [2.733003, -0.748686, -3.347387], [2.012803, -2.875586, -2.222687], [1.308603, -4.080086, -2.222887], [1.526203, -5.129986, -1.173087], [0.396003, -4.320486, -3.240487], [3.007903, -2.579686, -1.170187], [4.271603, -3.133386, -1.323687], [5.264503, -2.889586, -0.395787], [4.987903, -2.061186, 0.671313], [3.721903, -1.498986, 0.838613], [2.708803, -1.762686, -0.079087], [0.738103, -1.306786, 0.216613], [-0.407197, -3.099186, 0.552013], [0.259903, 0.269614, 1.831113], [-1.377197, 0.808714, 0.278013], [-3.254097, -0.218586, 0.517713], [-0.042597, 0.089214, -1.447887], [-1.855897, 2.775214, 0.165413], [-1.974497, 3.528214, 1.330413], [-2.527697, 4.803114, 1.296813], [-2.991997, 5.334014, 0.109013], [-2.885797, 4.590614, -1.050187], [-2.323897, 3.319414, -1.028287], [-2.230397, 2.589914, -2.310687], [-3.300197, 1.833714, -2.784887], [-4.581497, 1.710214, -2.015787], [-3.172397, 1.194214, -4.013387], [-2.025997, 1.309114, -4.778587], [-1.894997, 0.595614, -6.093187], [-0.988897, 2.104914, -4.308787], [-1.075297, 2.742714, -3.084387], [0.039503, 3.607714, -2.572587], [-1.496097, 3.018814, 2.631713], [-0.167797, 3.200914, 3.003713], [0.819003, 3.855614, 2.079913], [0.254303, 2.742514, 4.244313], [-0.612997, 2.103414, 5.112413], [-0.139397, 1.564314, 6.430913], [-1.941397, 1.955914, 4.735613], [-2.399297, 2.407414, 3.508613], [-3.831297, 2.242214, 3.102713], [3.601903, -0.614486, 2.019613], [3.635103, -1.158486, 3.302713], [3.581403, -2.642886, 3.528813], [3.745103, -0.308586, 4.396113], [3.842403, 1.061914, 4.243413], [4.032003, 1.963914, 5.430713], [3.794303, 1.587714, 2.958513], [3.671503, 0.772014, 1.847013], [3.658403, 1.346214, 0.461013], [-0.846297, -2.901686, -6.068487], [-1.802797, -3.812586, -4.890987], [-0.577297, -4.638086, -5.849487], [0.834003, -1.549586, -5.101187], [2.486303, -0.155686, -4.225487], [3.789603, -1.024786, -3.392187], [2.591503, -0.130286, -2.462487], [2.249103, -4.800886, -0.429887], [1.885403, -6.054186, -1.630487], [0.589303, -5.347386, -0.662987], [-0.173997, -5.239086, -3.227487], [4.459703, -3.764886, -2.180387], [6.243603, -3.336386, -0.506187], [5.754703, -1.837286, 1.403113], [-2.593197, 5.369714, 2.217813], [-3.438597, 6.319314, 0.088113], [-3.247197, 4.986114, -1.991687], [-4.547697, 2.294514, -1.099187], [-4.761197, 0.671514, -1.739687], [-5.425497, 2.049414, -2.619387], [-3.995197, 0.589014, -4.368287], [-2.799397, 0.035914, -6.317787], [-1.058297, -0.099786, -6.051487], [-1.710097, 1.303114, -6.902987], [-0.095497, 2.214614, -4.911187], [0.865803, 3.631414, -3.279687], [0.405603, 3.221314, -1.621587], [-0.310597, 4.627814, -2.399587], [0.328203, 4.235614, 1.186713], [1.566203, 3.123714, 1.776513], [1.326903, 4.682914, 2.579213], [1.291503, 2.869214, 4.516413], [0.924903, 1.744314, 6.558013], [-0.314497, 0.490414, 6.472213], [-0.677497, 2.029214, 7.258713], [-2.627097, 1.462714, 5.412313], [-4.409797, 1.770314, 3.893113], [-3.896997, 1.613314, 2.212913], [-4.283397, 3.204614, 2.858513], [3.467603, -3.179486, 2.591013], [2.739603, -2.899986, 4.169513], [4.493603, -2.988886, 4.019713], [3.781403, -0.743086, 5.386613], [4.049003, 1.385814, 6.352313], [3.223003, 2.690614, 5.492013], [4.969703, 2.515814, 5.347313], [3.881903, 2.659414, 2.829913], [3.788303, 2.426114, 0.486613], [2.712003, 1.125614, -0.033787], [4.452103, 0.908514, -0.146687], [-5.239097, -2.794586, -0.026787], [-5.530497, -4.458986, -0.378087], [-6.852897, -4.784186, -0.697487], [-7.949097, -5.024386, -0.968387], [-4.551897, -5.448986, -0.386387], [-2.884197, -5.181886, -0.043687], [-4.897897, -6.764886, -0.711987], [-5.151797, -7.857386, -0.985187]], "forces_ev_per_a": [[-0.8611, -0.8974, 0.1621], [0.0356, 0.0197, 0.0827], [0.0703, -0.1227, 0.0383], [-0.0277, 0.0251, -0.0027], [0.0539, -0.0510, -0.0191], [-0.0288, 0.0126, 0.0108], [-0.1730, -0.1550, -0.3675], [-0.0451, -0.0420, -0.0453], [-0.0466, -0.0791, 0.0295], [0.0703, 0.0975, -0.0288], [0.1275, -0.0797, -0.0984], [0.0936, 0.0197, -0.0154], [0.0799, -0.0166, -0.0325], [0.0760, 0.0474, -0.0241], [0.2287, -0.0469, -0.0514], [-0.9036, 0.0885, 0.3651], [-0.0144, 0.7198, -0.1055], [-0.5123, 0.3200, -0.0084], [-0.1796, -0.2263, -0.7289], [0.7313, 0.0447, -0.0705], [0.4605, -1.0238, -0.1350], [-0.2032, -0.2381, 0.6231], [0.0347, -0.7742, 0.1431], [0.0000, 0.2007, -0.0568], [-0.0128, 0.0528, 0.0303], [-0.0433, 0.1140, 0.0246], [-0.0015, 0.0760, -0.0510], [-0.0432, 0.1374, -0.0029], [-0.1376, -0.1643, -0.3882], [0.0624, 0.0670, 0.0628], [-0.1147, -0.0774, 0.0092], [0.1083, -0.0089, -0.0515], [-0.1511, 0.0195, 0.0122], [0.0106, 0.0612, 0.0939], [-0.0098, 0.0320, 0.0707], [0.0320, 0.0787, -0.0509], [0.0382, -0.0282, -0.0623], [0.1440, 0.0012, 0.4286], [-0.0883, 0.1259, -0.0239], [-0.0230, 0.0160, 0.0276], [-0.1247, -0.0180, 0.0726], [0.0659, 0.1216, -0.0444], [-0.0516, 0.0211, -0.0858], [0.0155, 0.0038, -0.0751], [0.0250, -0.0076, 0.0541], [-0.0882, -0.0081, -0.0138], [0.0393, 0.1055, 0.4356], [-0.0528, 0.0230, -0.1960], [-0.0344, -0.0320, -0.0138], [-0.0113, 0.0840, 0.0379], [0.0137, -0.0963, 0.0698], [-0.0344, -0.0491, -0.1146], [0.0250, -0.0102, -0.0089], [0.0230, 0.0475, -0.0718], [-0.0205, 0.0496, 0.0212], [-0.0640, 0.0546, -0.1138], [-0.1323, 0.0023, -0.0389], [-0.0270, -0.0328, -0.0572], [-0.0145, 0.0861, -0.0484], [-0.0141, 0.0802, -0.0535], [0.0193, 0.0262, -0.0101], [0.0249, 0.1146, 0.0337], [-0.0501, -0.0968, 0.0713], [0.0868, -0.0414, -0.0486], [0.0115, -0.0039, 0.0060], [-0.1079, -0.1174, 0.0510], [0.0134, -0.0815, -0.0944], [0.0707, -0.0147, -0.0109], [0.0173, 0.0056, 0.0418], [-0.0148, 0.0135, 0.0435], [-0.0191, 0.0705, -0.0065], [-0.0083, 0.0056, -0.0479], [-0.1023, -0.0699, 0.0254], [0.0112, 0.0017, 0.0346], [-0.0336, 0.0684, -0.0586], [-0.0917, -0.1109, -0.0577], [-0.0413, -0.0772, -0.0714], [0.0605, -0.1123, -0.0839], [0.0201, -0.0130, -0.0751], [0.1325, 0.0198, -0.0001], [0.0854, 0.0054, -0.0434], [0.0883, -0.0186, 0.0670], [0.0479, 0.0243, 0.0083], [0.1020, 0.0408, -0.0322], [0.0881, -0.0827, -0.0789], [0.0530, 0.0310, 0.0153], [0.1815, -0.0284, 0.0491], [0.1206, -0.0068, 0.0778], [0.0261, -0.0959, 0.0833], [0.0109, -0.0178, 0.0714], [-0.1160, -0.0677, 0.0256], [-0.0507, -0.0433, 0.0696], [-0.0797, -0.0158, 0.0290], [-0.0478, 0.0407, 0.0199], [-0.0287, -0.0988, 0.0619], [-0.0774, -0.0195, 0.0544], [0.0237, -0.0537, -0.0015], [-0.0208, -0.0172, 0.1558], [0.0045, 0.0190, 0.0962], [-0.0219, 0.0963, 0.0908], [0.0233, 0.0423, 0.0522], [-0.0364, 0.1148, -0.0837], [0.0094, 0.0985, -0.0060], [-0.1133, 0.0267, -0.0584], [0.0291, 0.0041, -0.0501], [1.3301, 0.5046, 0.0828], [2.0868, -0.9789, 0.1704], [-1.2556, -0.3916, -0.3061], [0.0634, 0.0208, 0.0422], [-1.0043, 2.0279, 0.1938], [0.4932, 1.6705, 0.1182], [-0.4062, -1.2448, -0.2960], [0.0172, 0.0557, 0.0309]], "lowdin_charge": [0.040, -0.051, -0.263, -0.019, -0.249, -0.051, -0.175, -0.232, -0.075, 0.000, -0.238, -0.039, -0.073, -0.044, -0.228, -0.180, 0.022, 0.110, 0.269, 0.040, 0.141, 0.266, -0.191, -0.238, -0.040, -0.076, -0.040, -0.237, -0.175, -0.204, -0.058, 0.000, -0.272, -0.051, -0.032, -0.261, -0.039, -0.182, -0.260, -0.026, -0.033, -0.273, -0.049, -0.007, -0.207, -0.042, -0.162, -0.210, -0.028, -0.013, -0.276, -0.059, -0.024, -0.235, -0.035, 0.060, 0.085, 0.074, 0.100, 0.073, 0.081, 0.041, 0.068, 0.080, 0.034, 0.125, 0.121, 0.095, 0.120, 0.118, 0.094, 0.120, 0.067, 0.049, 0.080, 0.118, 0.072, 0.060, 0.074, 0.113, 0.073, 0.067, 0.080, 0.072, 0.054, 0.082, 0.092, 0.059, 0.082, 0.074, 0.115, 0.077, 0.003, 0.078, 0.074, 0.086, 0.081, 0.113, 0.070, 0.055, 0.075, 0.114, 0.074, 0.052, 0.087, 0.528, -0.789, -0.341, 0.127, -0.796, 0.536, -0.342, 0.127]}